{
  "formula": "C49H46AsN7O5PtS",
  "method": "the ωB97M-V functional and the def2-TZVPD basis",
  "relative_energy_kcal_mol": 56.9,
  "fmax_ha_per_bohr": 0.045,
  "energy_ha": -5407.51831,
  "gap_ev": [6.75, 6.96],
  "symbols": ["H", "H", "O", "C", "C", "H", "H", "C", "C", "H", "C", "H", "H", "C", "H", "C", "H", "H", "C", "N", "N", "C", "H", "C", "C", "C", "C", "Pt", "H", "H", "H", "H", "H", "C", "C", "H", "H", "C", "H", "N", "C", "C", "C", "H", "H", "H", "C", "C", "H", "S", "C", "C", "C", "H", "C", "N", "H", "H", "O", "H", "N", "C", "O", "As", "C", "C", "H", "H", "C", "O", "O", "N", "C", "C", "C", "C", "C", "C", "C", "H", "H", "H", "H", "H", "C", "C", "H", "C", "C", "C", "H", "H", "N", "H", "C", "C", "C", "C", "H", "H", "H", "C", "H", "H", "C", "H", "H", "C", "H", "C"],
  "positions_angstrom": [[4.363691, -4.478785, 0.437505], [0.644145, -0.967438, -2.734515], [6.509087, 2.688784, -0.030634], [2.379128, -0.986559, -0.964568], [-1.492744, 3.070664, -2.570546], [6.316039, -3.018878, 0.808094], [-1.575866, 3.030429, -1.481677], [-0.283824, 0.154868, -4.371989], [-5.560064, 0.480675, -3.939888], [-0.745940, -0.460641, 4.605534], [-5.089336, 0.555168, 1.718274], [3.347732, -1.966873, 6.917235], [2.197145, 1.247785, 0.584001], [1.246072, 3.764437, -0.457740], [-5.392325, 0.236777, 2.721607], [-0.702735, -3.488056, 3.049274], [-0.167462, -0.392034, -5.283328], [3.731815, 5.933227, 0.280159], [-0.886851, -2.710217, 0.784698], [-4.121372, -0.411377, 1.233535], [-2.375881, 0.291770, -0.351457], [-1.833258, -3.691502, 0.532669], [-3.851642, -2.422809, 0.782176], [4.237738, -3.518659, 0.916475], [2.188536, 5.307596, 1.634865], [-5.948343, 0.228009, -6.321545], [-0.303110, -2.621035, 2.039545], [-0.154646, 0.807530, -0.025599], [3.155462, -2.185525, 4.465740], [-5.474308, -1.485417, -0.846199], [-7.293372, -1.136263, 1.584238], [-6.237405, -2.785924, 0.074648], [-0.575904, -2.020236, 0.008111], [-3.813868, 1.014671, -5.420551], [2.374609, 4.542062, -0.627756], [2.886649, 4.540436, -1.580269], [-3.632828, 1.136192, -3.262216], [-4.649458, -1.758339, 1.115715], [0.882520, 3.138299, -1.264188], [-2.641665, 1.398408, -6.010373], [-5.831403, -1.775918, 0.144989], [-1.666920, -4.450799, 2.801108], [-4.634473, 0.652676, -6.520577], [-4.969907, -2.074709, 2.113983], [6.034366, -0.835678, 1.913099], [-6.569320, -0.029991, -7.164153], [4.159657, 2.084808, 0.433885], [-1.469494, 2.043902, -5.477409], [-0.250006, -3.412469, 4.031833], [-0.943613, 2.900755, 0.956139], [0.250503, -0.682415, 6.506133], [0.147600, -0.789275, 5.130880], [3.436354, 0.072522, -0.709076], [-1.705338, 3.081620, -5.206791], [2.813527, -1.864767, 1.901327], [-0.925007, 1.369597, -4.335270], [-0.854006, 3.914236, -2.834001], [3.971204, 2.910477, 1.099546], [6.960997, 0.924507, -1.437115], [-0.565114, -0.272118, 7.083900], [-3.900500, 0.831061, -7.656817], [2.974917, -3.102315, 1.301441], [0.499864, 0.259315, 2.182942], [1.038205, -1.266231, 2.438265], [-3.199426, -0.030283, 0.395500], [2.344344, -1.749841, 5.037631], [3.775554, -0.096592, 2.629380], [1.495241, -0.996328, 8.218691], [-6.392397, 0.158865, -5.021841], [1.341375, -0.971604, -0.213675], [2.566597, -1.821479, -1.843111], [-2.757007, 1.261268, -7.345505], [4.691147, -0.091992, -1.309575], [5.384689, 1.911471, -0.159992], [-4.262333, 0.909549, -4.108510], [2.449893, -1.637405, 6.414181], [5.176929, -1.473128, 1.749875], [-0.900230, 1.796127, -3.043787], [5.651453, 0.842671, -1.017485], [-7.404838, -0.158129, -4.817676], [0.513733, 4.562514, 2.746289], [-7.732365, -0.769617, -0.082636], [4.866031, -0.940656, -1.950262], [-2.964203, -5.325343, 1.341151], [0.558913, 3.773783, 0.759240], [2.849149, 5.324360, 0.415270], [-1.977062, -5.122628, 3.588180], [0.113808, -0.111807, -3.102243], [-6.901412, -0.795782, 0.623849], [1.045522, 4.552665, 1.807539], [-2.481064, 3.237761, -2.994728], [-4.608226, 1.531671, 1.788402], [-0.264812, 0.920897, -2.293876], [-2.259703, -3.792964, -0.456062], [1.198037, -1.314772, 4.387582], [1.408014, -1.096085, 7.146622], [-2.224651, -4.561741, 1.538685], [-6.307690, 0.603666, 0.791097], [2.106366, -3.723291, 1.111874], [-5.996594, 0.993148, -0.180952], [2.561355, 5.894678, 2.460662], [3.181107, 1.144114, 0.132632], [-0.741634, 2.051977, -6.299698], [-5.952997, 0.390765, -2.937578], [5.335339, -2.700901, 1.129199], [-7.051977, 1.286125, 1.204276], [7.910911, 2.747868, -1.539601], [3.914975, -1.056772, 2.140720], [8.325447, 1.732854, -0.118168], [7.508221, 2.049366, -0.788987]],
  "atomic_forces_ev_per_a": [[-0.016, -0.044, -0.051], [0.162, -0.175, 0.099], [-0.508, 0.092, 0.163], [0.805, 0.166, -0.617], [0.011, -0.023, 0.059], [0.084, -0.039, -0.025], [-0.008, 0.071, -0.107], [0.197, -0.301, 0.155], [0.138, 0.078, 0.106], [0.074, 0.078, 0.158], [-0.402, 0.577, -0.047], [0.064, -0.033, 0.001], [0.240, -0.068, 0.015], [-0.086, 0.125, 0.041], [0.057, 0.074, -0.049], [0.248, 0.058, 0.223], [0.028, -0.158, -0.204], [0.066, 0.014, 0.011], [0.079, 0.166, -0.348], [-0.164, -0.212, 0.757], [-0.824, -0.308, -0.269], [0.060, -0.098, -0.032], [-0.124, 0.133, 0.153], [0.054, -0.105, -0.036], [0.170, 0.217, -0.047], [0.168, 0.009, -0.017], [0.258, 0.182, 0.086], [1.922, -0.089, 1.046], [0.014, 0.066, 0.060], [0.015, -0.036, -0.075], [-0.092, -0.039, 0.070], [0.019, -0.032, -0.034], [-0.018, -0.194, -0.010], [-0.441, -0.163, -0.666], [0.002, 0.131, -0.042], [0.067, -0.039, -0.043], [0.048, 0.015, 0.124], [-0.184, -0.618, -0.406], [0.100, 0.056, 0.047], [-0.564, -0.386, 0.248], [-0.013, 0.018, 0.327], [-0.073, -0.087, 0.018], [0.458, 0.269, 1.264], [0.060, -0.010, -0.050], [0.013, 0.069, 0.036], [-0.107, -0.042, -0.058], [0.403, 0.103, -0.035], [0.144, 0.530, -0.269], [-0.072, -0.051, -0.031], [-0.003, -1.391, -0.683], [-0.105, 0.014, 0.027], [-0.221, 0.084, -0.266], [-0.317, -0.061, -0.079], [0.116, -0.278, 0.033], [-0.346, 0.064, 0.156], [0.068, -0.086, 0.340], [-0.009, 0.098, 0.000], [-0.057, 0.107, 0.059], [-0.370, -0.384, -0.202], [-0.071, 0.044, 0.004], [-0.506, -0.233, -0.674], [-0.303, -0.084, -0.008], [-0.761, 1.659, -1.427], [0.788, -1.637, 0.844], [0.314, 0.147, -0.487], [0.106, -0.193, -0.274], [0.101, -0.056, -0.080], [0.006, -0.006, 0.083], [-0.167, -0.086, -0.130], [-1.811, 0.703, 0.235], [0.073, -0.030, -0.012], [1.021, 0.387, -0.377], [0.224, 0.135, -0.058], [0.023, -0.362, -0.165], [-0.003, 0.057, 0.207], [0.028, -0.015, 0.123], [0.007, 0.037, 0.070], [-0.146, 0.390, 0.067], [-0.267, 0.343, 0.408], [-0.056, -0.033, -0.018], [-0.018, -0.048, 0.132], [-0.055, -0.007, 0.048], [0.040, -0.078, -0.094], [-0.037, -0.050, -0.027], [0.077, 0.265, -0.138], [0.036, 0.047, 0.004], [0.012, -0.035, 0.078], [0.065, -0.341, -0.496], [0.109, 0.094, -0.252], [-0.095, -0.183, -0.151], [-0.081, 0.023, -0.035], [-0.001, -0.073, 0.081], [-0.354, 0.665, 1.019], [-0.004, 0.070, -0.081], [-0.050, 0.067, -0.317], [0.019, -0.015, 0.048], [0.022, -0.006, -0.001], [0.023, -0.141, 0.253], [0.071, -0.025, -0.065], [0.012, 0.066, -0.043], [0.059, 0.107, 0.073], [-0.199, -0.187, -0.014], [-0.205, 0.034, 0.240], [-0.027, -0.009, 0.091], [0.002, -0.028, 0.028], [0.019, 0.058, -0.029], [-0.172, -0.143, 0.145], [-0.129, 0.284, 0.307], [-0.217, -0.002, -0.134], [1.186, 0.309, -0.083]],
  "mulliken_charge": [0.39, 0.61, -0.55, -0.81, -1.24, 0.40, -0.19, -1.21, -0.44, 0.43, -0.85, 0.42, 1.07, -0.21, 0.37, -0.48, 0.49, 0.36, -0.11, 0.02, -0.62, -1.32, -0.43, -0.76, -0.54, -0.69, 0.35, 3.33, 0.34, 0.19, 0.34, 0.39, 0.54, 1.33, -0.63, 0.38, 0.24, 0.03, 0.37, 0.71, -0.49, -0.89, -0.06, 0.35, 0.45, 0.43, -2.17, -1.05, 0.40, -0.56, -0.76, -0.26, 0.98, 0.41, -0.31, 0.23, 0.38, 0.58, -0.52, 0.40, -0.54, -0.27, -0.42, 1.88, 0.22, -0.19, 0.62, 0.38, -0.77, 0.08, -0.79, -0.80, -1.50, 1.23, -0.32, -0.78, -0.90, 0.86, 1.02, 0.39, 0.45, 0.37, 0.52, 0.43, 0.68, -0.71, 0.43, -0.60, -0.77, -0.74, 0.60, 0.46, -0.43, 0.39, -0.35, -0.45, -0.23, -0.35, 0.36, 0.11, 0.39, -0.43, 0.44, 0.47, -0.60, 0.40, 0.27, 0.04, 0.27, -0.36]
}